{"formula": "C46H56N5O4SSc", "method": "ωB97M-V with the def2-TZVPD basis set", "species": ["Sc", "C", "C", "C", "C", "C", "C", "C", "N", "C", "C", "C", "C", "C", "C", "C", "C", "C", "C", "N", "C", "C", "C", "N", "C", "C", "C", "C", "C", "C", "C", "C", "C", "C", "C", "C", "C", "C", "N", "C", "C", "H", "H", "H", "H", "H", "H", "H", "H", "H", "H", "H", "H", "H", "H", "H", "H", "H", "H", "H", "H", "H", "H", "H", "H", "H", "H", "H", "H", "H", "H", "H", "H", "H", "H", "H", "H", "H", "H", "H", "H", "H", "H", "H", "H", "C", "C", "C", "C", "C", "C", "C", "S", "O", "O", "N", "C", "C", "C", "O", "O", "H", "H", "H", "H", "H", "H", "H", "H", "H", "H", "H", "H"], "positions_angstrom": [[-0.198, -0.007, 0.540], [5.699, -2.605, 0.334], [5.384, -1.106, 0.245], [4.001, -0.832, -0.256], [3.605, -0.520, -1.523], [4.446, -0.406, -2.758], [4.421, -1.687, -3.603], [2.170, -0.364, -1.485], [1.719, -0.572, -0.215], [2.804, -0.872, 0.556], [2.752, -1.197, 1.908], [1.614, -1.323, 2.699], [1.593, -1.670, 4.105], [2.803, -2.001, 4.922], [3.286, -3.442, 4.694], [0.284, -1.684, 4.485], [-0.493, -1.334, 3.317], [-1.878, -1.223, 3.274], [-2.675, -0.870, 2.192], [-2.221, -0.598, 0.936], [-3.299, -0.252, 0.183], [-3.239, 0.127, -1.155], [-2.103, 0.211, -1.950], [-0.834, -0.046, -1.520], [-0.011, 0.122, -2.592], [1.369, -0.034, -2.571], [-0.783, 0.528, -3.748], [-2.084, 0.580, -3.349], [-3.289, 0.968, -4.149], [-4.066, -0.243, -4.682], [-0.213, 0.813, -5.102], [0.045, -0.464, -5.908], [-4.499, -0.313, 0.989], [-4.111, -0.704, 2.236], [-4.965, -0.946, 3.440], [-5.269, -2.435, 3.657], [-5.884, -0.040, 0.484], [-6.465, -1.224, -0.305], [0.341, -1.127, 2.259], [-0.289, -2.010, 5.831], [-0.806, -3.453, 5.920], [6.692, -2.770, 0.759], [5.671, -3.065, -0.656], [4.967, -3.121, 0.961], [6.109, -0.626, -0.413], [5.510, -0.649, 1.230], [5.475, -0.183, -2.473], [4.099, 0.434, -3.366], [4.825, -2.528, -3.036], [5.014, -1.569, -4.514], [3.398, -1.941, -3.891], [3.701, -1.389, 2.393], [2.577, -1.861, 5.979], [3.610, -1.305, 4.681], [2.509, -4.155, 4.977], [4.179, -3.655, 5.286], [3.524, -3.609, 3.641], [-2.397, -1.409, 4.206], [-4.179, 0.380, -1.632], [1.881, 0.127, -3.514], [-2.974, 1.595, -4.983], [-3.947, 1.585, -3.532], [-3.456, -0.813, -5.387], [-4.975, 0.075, -5.198], [-4.351, -0.916, -3.869], [0.714, 1.382, -4.992], [-0.898, 1.461, -5.650], [0.721, -1.138, -5.373], [0.494, -0.231, -6.877], [-0.888, -1.005, -6.085], [-5.901, -0.399, 3.335], [-4.468, -0.542, 4.326], [-5.832, -2.840, 2.813], [-5.860, -2.586, 4.565], [-4.346, -3.013, 3.750], [-5.875, 0.850, -0.150], [-6.538, 0.185, 1.327], [-5.815, -1.489, -1.143], [-7.455, -0.986, -0.702], [-6.553, -2.104, 0.336], [-1.103, -1.317, 6.055], [0.473, -1.852, 6.594], [-1.556, -3.646, 5.148], [-1.258, -3.649, 6.895], [0.011, -4.164, 5.772], [4.859, 2.209, -0.411], [3.572, 2.792, -0.939], [2.981, 2.293, -2.094], [1.782, 2.810, -2.565], [1.165, 3.841, -1.870], [1.761, 4.385, -0.737], [2.950, 3.851, -0.276], [-0.379, 4.449, -2.484], [-0.379, 5.874, -2.320], [-0.583, 3.827, -3.761], [-1.553, 3.856, -1.510], [-1.692, 4.381, -0.127], [-1.966, 3.306, 0.927], [-0.895, 2.264, 1.190], [-0.946, 1.570, 2.219], [0.003, 2.026, 0.295], [5.216, 1.401, -1.051], [4.715, 1.807, 0.596], [5.641, 2.970, -0.352], [3.462, 1.479, -2.628], [1.301, 2.417, -3.453], [1.312, 5.224, -0.221], [3.406, 4.263, 0.619], [-1.546, 2.840, -1.576], [-2.530, 5.073, -0.134], [-0.821, 4.960, 0.173], [-2.875, 2.752, 0.674], [-2.155, 3.786, 1.885]], "lowdin_charge": [1.12, -0.07, -0.20, -0.14, -0.16, -0.20, -0.06, -0.22, 0.05, -0.21, 0.07, -0.21, -0.12, -0.19, -0.08, -0.12, -0.21, 0.07, -0.22, 0.04, -0.22, 0.06, -0.23, 0.04, -0.21, 0.04, -0.13, -0.13, -0.18, -0.08, -0.19, -0.07, -0.12, -0.12, -0.19, -0.08, -0.18, -0.08, 0.03, -0.18, -0.08, 0.07, 0.07, 0.07, 0.10, 0.11, 0.11, 0.09, 0.07, 0.08, 0.07, 0.11, 0.10, 0.11, 0.07, 0.07, 0.07, 0.11, 0.11, 0.12, 0.11, 0.11, 0.07, 0.07, 0.07, 0.10, 0.11, 0.07, 0.07, 0.07, 0.10, 0.11, 0.07, 0.07, 0.07, 0.11, 0.10, 0.07, 0.07, 0.07, 0.11, 0.10, 0.07, 0.07, 0.07, -0.02, -0.22, -0.03, -0.04, -0.26, -0.06, -0.03, 0.63, -0.28, -0.29, -0.11, -0.19, -0.06, -0.61, 0.02, -0.07, 0.05, 0.09, 0.09, 0.06, 0.08, 0.11, 0.12, 0.09, 0.12, 0.10, 0.13, 0.13], "largest_force_ev_per_a": 1.3, "e_above_lowest_ev": 0.751, "e_lumo_ev": -1.1, "orbital_gap_ev": 5.74, "energy_ha": -3520.37395}